1.
{
  "formula": "C21H42NO24",
  "method": "ωB97M-V/def2-TZVPD",
  "fmax_ev_per_a": 6.82,
  "e_lumo_ev": 1.934,
  "charge": -1,
  "homo_lumo_gap_ha": 0.207,
  "species": ["H", "C", "C", "C", "C", "C", "O", "H", "C", "H", "O", "H", "O", "O", "O", "O", "O", "O", "H", "O", "O", "C", "C", "H", "O", "H", "H", "O", "H", "H", "C", "H", "H", "C", "O", "O", "H", "O", "O", "H", "H", "O", "H", "O", "H", "H", "C", "C", "C", "O", "H", "H", "H", "H", "C", "O", "H", "H", "H", "H", "H", "H", "C", "C", "H", "N", "C", "H", "C", "H", "H", "H", "C", "O", "H", "C", "O", "H", "H", "H", "H", "O", "H", "O", "H", "H", "C", "H"],
  "coordinates": [[-2.5270, -13.1685, -10.5310], [6.1306, -25.2286, -8.2404], [-4.5498, -16.1817, -14.1737], [-4.8247, -19.0496, -5.4849], [1.1331, -6.0708, -5.1609], [5.6368, -12.1584, 2.8886], [9.9718, -20.7008, -11.9088], [-9.4331, -20.3721, -5.9658], [-3.7009, -15.1107, -12.2367], [8.9010, -20.3823, -13.6713], [1.4968, -4.7567, -5.3425], [7.0430, -25.8245, -8.2618], [3.8747, -23.9823, -7.5754], [-8.1914, -19.4380, -4.5750], [0.0465, -6.5219, -5.3976], [7.2324, -14.5696, 3.1900], [4.0088, -16.6915, -4.1225], [-2.4813, -19.4618, 0.4859], [-2.9250, -17.8792, -0.7649], [-7.0384, -20.4344, -6.2043], [-4.7428, -15.3210, -13.0360], [-2.4183, -18.0569, 0.1837], [-3.2210, -13.9028, -10.1220], [-0.4280, -4.0780, -5.8351], [-4.0919, -14.2925, -11.2353], [-4.2920, -19.9696, -5.2444], [-5.4171, -16.1509, -14.8332], [-6.0823, -18.8914, -4.8769], [1.2778, -8.6305, -3.9807], [-1.1476, -23.1909, 0.5573], [2.0306, -8.0538, -4.5181], [-3.6741, -13.3361, -9.3085], [9.2869, -14.7852, 6.0833], [2.5675, -23.3901, -7.2839], [-2.2495, -21.6173, -0.0407], [3.1840, -15.6391, -2.5211], [2.0318, -8.3488, -5.5674], [4.7432, -22.9855, -5.6198], [9.5790, -18.4777, -11.8222], [5.0744, -11.2464, 3.0887], [2.5399, -22.3366, -7.5623], [5.9577, -24.4465, -7.0635], [0.8665, -3.5226, -6.9814], [2.0737, -6.6984, -4.5825], [9.7125, -17.8978, -9.2062], [8.3243, -18.9871, -9.2709], [0.6155, -3.7862, -5.9540], [9.3943, -18.9315, -9.0707], [-1.4814, -22.7103, -0.3623], [-2.5385, -15.5324, -12.3447], [-2.9094, -17.3903, 0.8926], [5.2714, -25.8581, -8.4720], [-0.6308, -22.4934, -1.0084], [9.3564, -15.0037, 4.3455], [9.8460, -20.7888, -13.3109], [8.0314, -13.4990, 5.0491], [9.7589, -21.8647, -13.4628], [-4.1781, -18.2915, -5.0431], [10.0708, -13.5745, 5.1114], [2.4653, -23.5448, -6.2098], [9.5217, -19.1755, -8.0160], [-2.0780, -23.4900, -0.8359], [9.8779, -19.5382, -11.2837], [-9.4912, -20.0130, -4.9382], [2.8944, -8.2976, -3.8996], [3.2282, -15.8344, -3.7223], [-1.7435, -20.3084, -0.2023], [-2.7016, -14.7423, -9.6598], [9.2231, -14.2594, 5.1306], [-10.2475, -19.2351, -4.8330], [-4.9031, -18.8891, -6.5602], [0.7801, -2.8103, -5.4971], [-7.1016, -19.6362, -5.3096], [10.0237, -19.7617, -10.0181], [-9.7404, -20.8556, -4.2934], [4.8004, -23.7541, -6.6589], [2.3452, -15.3297, -4.4199], [10.7183, -20.5124, -13.9032], [6.2302, -24.5894, -9.1176], [-4.4521, -17.2323, -13.9002], [6.1147, -12.0611, 1.9138], [6.5340, -12.4804, 3.9615], [-3.6879, -15.7953, -14.7177], [-0.6050, -20.0653, -0.7203], [-1.4090, -17.6460, 0.2084], [1.7451, -23.9238, -7.7603], [7.2320, -13.6473, 3.9826], [4.8381, -12.8723, 2.6871]]
}


2.
{
  "formula": "C21H43AlF6N3O15P3",
  "method": "ωB97M-V/def2-TZVPD",
  "fmax_ev_per_a": 5.02,
  "e_lumo_ev": -11.992,
  "charge": 2,
  "homo_lumo_gap_ha": 0.063,
  "species": ["N", "H", "H", "C", "F", "H", "H", "C", "H", "C", "H", "C", "F", "O", "P", "H", "O", "H", "H", "N", "H", "H", "C", "C", "H", "C", "H", "C", "C", "F", "H", "H", "H", "O", "C", "H", "O", "C", "O", "H", "H", "H", "C", "C", "O", "C", "C", "C", "O", "H", "H", "H", "O", "H", "H", "O", "P", "H", "H", "O", "H", "H", "H", "C", "F", "C", "C", "H", "F", "H", "C", "H", "Al", "O", "H", "C", "N", "H", "O", "H", "H", "H", "O", "H", "H", "H", "P", "H", "O", "F", "H", "O"],
  "coordinates": [[0.3334, -0.9328, 5.3080], [-0.3119, 1.6497, -7.1732], [2.6365, -1.5811, -2.0498], [-1.4938, 4.9512, 3.7066], [0.5626, 0.9423, -0.5502], [7.8936, 0.8368, 2.3414], [1.5065, 1.4209, -2.6092], [2.9360, -2.3491, -2.7630], [-0.9352, -2.7051, -6.2627], [-3.9896, 4.8462, 3.1962], [-0.6295, 4.2858, 3.8558], [1.6653, 1.4486, -3.6872], [-0.8893, -1.5982, 0.6995], [1.1556, -3.2243, -6.1069], [1.1971, -3.2615, -4.4994], [3.9489, 2.1960, 3.1811], [0.8302, 0.5906, -4.4392], [1.8862, -2.2452, 5.7521], [2.6921, 1.1594, -3.9109], [-2.6680, 4.2387, 3.5794], [-1.1538, 2.5402, -5.8755], [-4.8203, 4.2646, 3.5960], [-5.0927, -2.0670, 1.2272], [5.9514, 1.8766, 2.2574], [3.6560, -5.8177, -3.9754], [3.7326, 1.8551, 1.1383], [0.5566, 0.3552, 3.7333], [4.3564, 1.3476, -0.1732], [-0.1458, -0.0366, 6.2218], [1.1039, -0.5556, 0.9955], [-0.2510, -0.5305, 7.2001], [-6.0403, -2.3922, 0.7707], [3.9131, -4.1878, -4.7351], [-4.1286, -1.8967, 0.4921], [-0.0152, -2.9547, -6.7913], [-1.6183, 2.4262, 3.1602], [-0.1213, -3.2498, -3.7771], [5.6528, 0.7725, -0.0030], [3.8229, 1.4511, -1.3306], [1.9850, 1.5170, 0.3842], [-2.2640, 1.8647, -1.8106], [0.0129, -1.3517, 3.2679], [-2.2229, 2.2612, -2.8251], [-1.1883, 1.6657, -6.5253], [2.2570, -2.0923, -3.9763], [0.7963, -2.2308, 5.7453], [-6.2451, -1.5971, 3.3830], [4.4966, 2.0937, 2.2559], [6.6331, 2.4447, 3.1281], [-2.3324, 3.2924, -2.4893], [-2.3834, 2.5492, 4.7372], [-3.3630, 2.2543, 3.3141], [-1.4867, 6.1744, 3.6574], [-3.9382, 4.8648, 2.1076], [1.6218, -1.0861, 3.7119], [-1.0951, 2.0098, -3.6241], [-0.1502, -0.2998, 0.0544], [4.0118, -2.4782, -2.8815], [1.2734, 2.4441, -3.8957], [2.4052, 2.0394, 1.0713], [-4.0795, 5.9076, 3.4274], [-6.2597, -0.6640, 3.9461], [-3.1032, 1.9149, -3.3666], [0.6167, -0.7175, 3.9169], [-1.4731, -0.0939, -0.8083], [-2.4969, 2.8035, 3.6834], [6.4325, 0.9386, 1.1542], [-3.8443, -2.1047, 4.2792], [-0.9149, 0.5203, 1.2426], [-2.9718, -1.7787, 2.7329], [3.2694, -5.0644, -4.6619], [-6.2429, -2.3014, 4.2150], [-2.2166, -2.6743, -1.8283], [-1.3470, 0.5624, -5.7638], [-3.7517, -0.4771, 3.5308], [-3.8449, -1.5467, 3.3429], [-5.0751, -1.7705, 2.5367], [2.7519, -3.3365, -2.3396], [2.0181, -4.6091, -4.1591], [0.2683, -2.4503, 6.6733], [0.3850, -2.8372, 4.9383], [-7.1857, -1.6235, 2.8330], [-1.2933, -0.6161, -3.4944], [0.1991, -2.0955, -7.4269], [-1.9941, 1.9355, -7.2080], [6.0128, 0.1419, -0.8025], [-0.7618, 0.5692, -4.2732], [-0.2657, -3.7334, -7.5116], [-0.5828, 1.0962, 6.1077], [0.4549, -1.1473, -1.2099], [3.1102, -5.4279, -5.6771], [7.6771, 0.4712, 1.4805]]
}


3.
{
  "formula": "C21H43BHgO2P2",
  "method": "ωB97M-V/def2-TZVPD",
  "fmax_ev_per_a": 4.26,
  "e_lumo_ev": [-0.173, -0.173],
  "charge": 0,
  "homo_lumo_gap_ha": [0.164, 0.164],
  "species": ["H", "H", "C", "C", "H", "H", "O", "C", "H", "H", "H", "H", "H", "H", "C", "H", "H", "H", "H", "H", "H", "B", "H", "C", "H", "H", "H", "C", "H", "C", "C", "C", "C", "C", "H", "H", "H", "H", "C", "H", "H", "H", "C", "P", "H", "H", "H", "H", "H", "C", "H", "H", "C", "H", "C", "H", "H", "H", "C", "H", "C", "H", "H", "Hg", "C", "C", "H", "C", "P", "O"],
  "coordinates": [[-0.5322, 7.2065, -1.3868], [2.5605, 0.4126, -1.9923], [0.7989, -5.2715, -1.6152], [2.1142, 4.2102, -2.4815], [4.2588, 5.0682, -0.1658], [-0.8414, 4.0008, -3.0245], [0.1053, -1.8907, -0.2979], [-1.2638, 4.5532, -2.1801], [2.0381, 3.9417, 3.2376], [-2.7622, -0.3777, -2.0694], [0.7018, -4.4910, 1.6864], [2.2358, 5.7105, 3.3227], [1.2904, 3.8383, -3.1213], [-1.5854, -3.8843, -1.2157], [3.3779, 3.0900, -0.0109], [2.5938, 2.4497, 1.9052], [0.4027, 7.0705, 0.1281], [0.5294, 2.4113, -0.3113], [5.1898, 3.8114, -2.2702], [4.3673, 2.6434, 0.1405], [-0.2253, -5.4075, -1.9744], [0.4336, -1.6955, -1.6221], [1.3529, 1.5111, -2.9196], [1.1091, -3.8479, -1.1683], [1.4897, -5.5954, -2.4012], [2.9002, 1.0981, -3.6105], [2.9573, -2.9256, -0.4021], [2.4132, 1.2841, -2.6460], [1.7954, 6.2060, -1.6954], [0.6277, -3.4451, 1.3936], [3.4024, 4.5728, 0.3177], [1.6510, 5.1570, -1.4069], [0.3400, 4.2169, 0.9497], [2.1767, 4.8638, 2.6205], [-2.1003, 3.9926, -1.7489], [0.9363, -5.9867, -0.7835], [1.5992, -2.9525, 1.5555], [-1.6378, 5.5186, -2.5501], [2.3254, 2.3505, 0.8518], [4.1151, 4.0099, 2.2744], [-2.4751, 0.7660, -0.7106], [0.2633, 2.1113, 1.3571], [2.5823, -3.8878, -0.7662], [3.0028, 2.7459, -1.8369], [-0.1051, -2.9603, 2.0544], [-1.9344, -3.2495, 0.4119], [2.4255, 5.0637, -0.1791], [2.7541, -4.6437, 0.0172], [-0.7618, 4.1760, 1.1321], [0.8534, 2.7640, 0.6873], [4.0200, 5.7566, 1.9709], [-1.3090, -4.8985, 0.2205], [4.6331, 2.9404, -2.6449], [-1.3453, 6.6773, 0.1157], [-2.2944, 0.5693, -1.7741], [-2.6805, 1.3932, -2.3893], [2.4014, 1.2761, 0.6484], [4.4906, 3.0562, -3.7321], [-1.2475, -3.8724, -0.1678], [3.1950, -4.1943, -1.6249], [0.9617, 5.1365, 1.8400], [5.2414, 2.0329, -2.4816], [2.8236, 4.7486, -3.1305], [-0.2011, 0.3192, -2.1359], [3.4976, 4.7930, 1.8307], [0.1652, -3.2958, -0.0398], [0.3454, 6.0234, 2.1237], [-0.4108, 6.6238, -0.4597], [-0.0383, 4.8703, -0.9056], [0.9058, -2.8680, -2.2125]]
}


- What is the formula in the first record?
  C21H42NO24